No. 1
27
Properties=species:S:1:pos:R:3:forces:R:3:nbo_charge:R:1 method="wB97M-V/def2-TZVPD" lumo_energy_ev=2.42 homo_lumo_gap_ev=7.987 charge=-1
C -1.069068 2.531654 -1.388629 0.78 0.16 0.26 -0.672
C 0.261806 2.270577 -2.125045 -0.42 -0.16 0.18 -0.179
I 0.953189 3.987647 -3.265775 -0.47 -0.25 0.36 0.015
C 0.913723 1.110251 -2.072554 0.41 0.50 -0.37 -0.603
I 2.777972 0.960954 -3.165231 -0.63 -0.31 0.56 0.093
Ga 0.158967 -0.482261 -1.019966 0.28 -0.12 -0.02 1.319
C 1.576854 -1.519339 0.071893 0.51 -0.40 -0.22 -1.021
C 2.268099 -2.582372 -0.749031 -0.55 2.16 1.30 0.877
O 1.974429 -3.714066 -0.702300 0.00 -2.08 -0.52 -0.581
F 3.262043 -2.164164 -1.586454 -0.18 0.08 0.23 -0.362
O -0.584168 -1.700751 -2.312241 0.79 0.64 -0.15 -0.679
N 0.141736 -1.651126 -3.447597 -1.07 -1.13 0.54 0.341
O -0.160949 -2.560566 -4.161262 0.43 0.38 -0.52 -0.372
H -1.075210 3.585003 -1.058732 -0.36 -0.41 -0.35 0.216
H -1.949690 2.258311 -1.993738 0.38 0.39 0.09 0.223
H -1.103503 1.918360 -0.471965 0.01 0.21 -0.51 0.245
H -1.011118 -0.125798 -0.032052 -0.24 -0.26 -0.72 -0.349
H 2.269555 -0.865604 0.630326 -0.14 -0.07 -0.65 0.240
H 1.000987 -2.076430 0.836495 0.21 0.24 -0.47 0.231
Cl -3.050894 1.311503 3.467268 -0.02 0.02 -0.02 -0.068
C -2.039649 -0.150884 3.602410 0.03 -0.21 0.05 -0.385
C -0.564653 0.169447 3.561081 0.18 0.09 0.10 -0.395
Cl -0.052856 0.741635 1.955864 0.17 0.36 0.97 -0.019
H -2.322109 -0.831144 2.801062 0.04 0.13 -0.06 0.232
H -2.288847 -0.620519 4.554066 0.04 0.07 0.01 0.213
H 0.013490 -0.729494 3.776733 -0.08 -0.03 -0.04 0.222
H -0.300132 0.929174 4.295372 -0.09 0.00 -0.03 0.216

No. 2
13
Properties=species:S:1:pos:R:3:forces:R:3:nbo_charge:R:1 method="wB97M-V/def2-TZVPD" lumo_energy_ev=-0.02 relative_energy_kcal_mol=106.91 homo_lumo_gap_ev=9.437
C 1.732143 -0.130028 -0.013781 2.85 4.37 2.85 -0.403
C 0.496981 -0.219507 -0.409465 -0.66 -2.79 0.84 0.063
C 0.020725 -1.639340 -0.217950 2.82 -0.03 1.40 0.117
N -1.198996 -1.726263 0.041158 -0.48 0.69 -0.22 -0.439
C -1.726652 -0.349607 -0.127736 0.03 -3.00 -0.22 0.744
O -2.898536 -0.233357 -0.040724 -0.60 2.02 -0.01 -0.508
N -0.629943 0.532304 -0.317158 -1.55 -4.06 -0.32 -0.301
N -0.794351 1.796927 -0.027357 3.40 6.10 -2.57 -0.570
H 2.419673 -0.963424 0.018500 -0.19 0.02 -0.24 0.223
H 2.078572 0.824824 0.651268 -0.52 -2.06 -2.21 0.200
H 0.875073 -2.270061 0.297361 -1.98 0.16 -1.95 0.198
H -0.371402 2.071142 0.847778 -0.13 -0.45 0.94 0.342
H -0.003285 2.306396 -0.701892 -3.00 -0.97 1.72 0.335

No. 3
92
Properties=species:S:1:pos:R:3:forces:R:3:mulliken_charge:R:1 method="wB97M-V/def2-TZVPD" lumo_energy_ev="1.71 / 1.71" relative_energy_kcal_mol=74.57 homo_lumo_gap_ev="5.652 / 5.650" charge=-1
Ti -1.013695 -0.321311 2.564745 2.01 -1.69 -2.76 -0.954
C -3.502782 -0.568709 -0.406459 0.04 0.02 0.02 -1.019
C -3.610258 0.373283 0.734235 0.01 0.01 -0.16 -0.041
N -2.721272 0.543139 1.694480 -0.62 0.20 0.54 1.138
C -3.236501 1.476964 2.571966 0.33 -0.22 0.12 -0.292
C -4.432860 1.905569 2.114972 -0.51 0.35 0.12 0.263
N -4.653060 1.202122 0.955780 0.04 -0.03 -0.07 -0.084
C -5.444330 2.874568 2.625706 0.07 -0.15 -0.15 0.469
O -5.176425 3.454897 3.775341 -0.01 0.03 0.00 -0.546
O -6.445640 3.090485 1.982784 0.07 -0.05 0.02 -0.633
C -2.531389 1.646480 3.875600 -0.01 -0.06 0.03 0.838
O -2.913176 2.457653 4.709903 -0.12 0.15 -0.09 -0.904
O -1.555285 0.817757 4.010442 -0.99 0.92 1.02 -0.330
H -2.742478 -1.314949 -0.176898 -0.01 -0.02 0.01 -0.065
H -3.216771 -0.032267 -1.313928 0.01 0.00 0.01 0.210
H -4.455386 -1.070019 -0.577285 0.00 0.00 0.00 0.565
H -5.500640 1.283762 0.414983 0.04 0.03 -0.05 0.260
H -4.313096 3.137974 4.178235 0.04 -0.03 0.00 0.441
F 2.011941 -4.501578 0.410639 -0.02 -0.06 -0.03 -0.260
C 0.827368 -5.065222 0.802081 -0.99 0.15 0.57 0.246
F 1.171061 -5.983513 1.761848 0.11 0.00 -0.14 -0.307
F 0.403464 -5.812609 -0.267281 0.19 0.01 -0.06 -0.278
S -0.552296 -3.344899 1.228166 2.45 -3.09 -1.16 1.633
O -0.994889 -1.706766 1.443368 -1.77 3.30 1.62 -0.229
O -1.805737 -3.966167 0.784762 -0.04 0.61 0.26 -0.784
N -0.369206 -3.749023 2.887198 -0.29 0.70 0.33 -0.587
S -0.658632 -2.850680 4.074312 -0.05 -1.09 -0.79 0.868
O -0.172968 -1.419483 3.967152 -0.69 -0.21 0.36 -0.474
O -0.369429 -3.442964 5.342523 0.14 0.25 0.08 -0.717
C -2.517776 -2.583262 4.206533 -0.01 0.28 0.18 0.552
F -3.022464 -1.702399 3.265804 0.41 -0.33 0.41 -0.296
F -3.159155 -3.722377 4.063866 -0.06 -0.11 -0.09 -0.233
F -2.818322 -2.061313 5.395077 -0.05 0.05 -0.02 -0.276
C -0.301185 -1.299669 -6.197452 0.03 -0.01 0.06 -1.055
O -0.516421 -0.551100 -5.016704 -0.05 -0.02 -0.10 -0.372
C 0.259717 0.554159 -4.821234 0.04 -0.04 -0.03 1.037
C 1.099104 1.107037 -5.770844 0.04 0.11 -0.01 -0.503
C 1.860183 2.231971 -5.452380 -0.07 0.01 0.05 -0.829
C 1.773408 2.787421 -4.189417 -0.02 -0.05 -0.04 -1.034
C 0.929373 2.226593 -3.234577 0.08 0.06 0.08 -0.542
C 0.169528 1.111501 -3.537712 -0.03 -0.02 0.00 0.159
N -0.704353 0.492483 -2.613603 -0.25 -0.07 0.10 0.125
C -0.227176 0.427316 -1.260276 0.56 -0.13 -0.20 -1.753
N -0.795755 1.412862 -0.478165 -0.25 0.12 -0.08 1.503
C -0.126058 1.978566 0.639015 -0.03 -0.19 -0.38 -1.391
C 0.134101 1.254449 1.792074 0.09 0.42 0.28 1.447
C 0.896832 1.908658 2.776537 0.07 -0.27 -0.01 -0.899
C 1.343166 3.204682 2.623195 0.00 0.12 0.05 -1.390
C 0.991744 3.945964 1.496826 -0.07 -0.17 -0.03 -0.467
C 0.252844 3.324586 0.504146 0.22 0.13 0.16 1.717
O -0.148644 3.942285 -0.652029 -0.07 0.07 0.04 -0.314
C 0.128092 5.322774 -0.787717 0.02 -0.07 0.01 -1.166
N 0.650257 -0.379416 -0.831461 -0.29 0.09 -0.06 0.425
C 1.190524 -1.334222 -1.721690 -0.12 0.17 0.00 0.204
C 0.452334 -2.464784 -2.061893 -0.11 -0.07 0.04 -0.078
C 0.936564 -3.410111 -2.949537 0.07 -0.03 -0.05 -1.198
C 2.200442 -3.245964 -3.499661 -0.05 0.07 0.05 -0.812
C 2.949302 -2.128614 -3.164282 0.02 -0.08 0.00 -0.335
C 2.456628 -1.164656 -2.293059 0.01 -0.09 -0.09 -0.207
O 3.213421 -0.033760 -2.164983 -0.01 0.28 0.21 -0.504
C 3.441450 0.504030 -0.860011 0.08 -0.19 -0.06 -0.387
H -0.943586 -2.172743 -6.125165 0.00 -0.01 0.01 0.265
H 0.740023 -1.622021 -6.270082 0.02 0.00 0.02 0.416
H -0.569572 -0.724986 -7.087792 -0.02 0.02 0.00 0.362
H 1.175004 0.673926 -6.758247 0.00 -0.03 0.02 0.405
H 2.517177 2.660593 -6.198413 0.00 -0.02 0.01 0.370
H 2.369377 3.653668 -3.930640 0.00 -0.02 0.00 0.428
H 0.875726 2.654082 -2.238938 0.01 -0.05 -0.13 0.644
H -0.957176 -0.425012 -2.961137 0.08 -0.06 0.04 0.626
H -1.276587 2.084991 -1.058493 0.02 0.03 0.05 0.607
H 1.125364 1.385402 3.699077 -0.01 0.03 0.04 0.660
H 1.928936 3.675058 3.404410 -0.01 -0.02 -0.01 0.399
H 1.295140 4.978705 1.409953 0.02 0.01 -0.02 0.469
H -0.306713 5.625931 -1.735913 -0.01 0.00 -0.02 0.298
H 1.204510 5.511792 -0.809062 0.02 -0.01 0.01 0.385
H -0.322259 5.899195 0.023949 -0.01 0.00 0.01 0.405
H -0.527125 -2.593220 -1.610968 0.05 -0.03 0.04 0.594
H 0.335477 -4.275433 -3.197685 0.02 -0.01 0.08 0.519
H 2.607198 -3.989458 -4.173494 0.00 0.01 0.00 0.406
H 3.940916 -1.972639 -3.570881 -0.03 0.02 -0.03 0.431
H 3.835089 1.506316 -1.019088 0.03 0.01 0.02 0.289
H 4.180330 -0.103480 -0.331139 0.03 -0.02 0.01 0.312
H 2.533800 0.548615 -0.261617 -0.03 0.02 -0.01 -0.001
C 2.851470 -2.778968 3.812074 -0.08 -0.04 -0.10 -1.149
S 2.592573 -1.601413 2.475012 0.15 0.04 -0.20 0.497
C 3.623384 -0.281950 3.135670 -0.04 0.01 -0.07 -1.134
H 3.903820 -3.058799 3.864279 -0.01 -0.02 0.05 0.410
H 2.251697 -3.662872 3.596214 0.04 0.01 -0.01 0.299
H 2.523810 -2.348183 4.759731 0.01 -0.04 0.01 0.263
H 3.312088 -0.032966 4.152712 0.03 0.05 -0.03 0.319
H 3.488489 0.591887 2.497385 0.05 0.00 0.04 0.228
H 4.674280 -0.576201 3.134538 0.00 0.05 0.03 0.420

No. 4
87
Properties=species:S:1:pos:R:3:forces:R:3:lowdin_spin:R:1 method="wB97M-V/def2-TZVPD" spin_multiplicity=3 lumo_energy_ev="0.03 / -0.07" homo_lumo_gap_ev="5.225 / 6.228" s_squared=2.02
Ni -0.416078 -1.928053 0.450956 0.45 1.13 0.16 0.826
C -1.473752 -5.859557 -0.579289 0.82 -0.05 -1.41 0.025
C -1.910041 -5.227712 -1.687349 0.93 -1.05 0.09 0.003
C -3.284588 -5.401108 -2.232301 -0.25 -0.16 -0.11 0.000
C -4.364956 -5.452456 -1.142043 -0.14 -0.27 -0.39 0.001
C -4.126314 -4.635989 0.089931 -1.60 0.64 -0.43 0.004
C -3.553257 -5.034047 1.201665 -0.73 -0.61 1.75 0.000
C -2.934578 -6.371978 1.436937 0.55 -0.62 -0.54 0.002
C -2.182188 -6.916248 0.191624 -0.58 -0.44 0.54 0.004
C -1.011751 0.708296 1.171735 1.50 1.12 0.36 0.002
H -0.425570 -5.794915 -0.293397 -0.23 0.31 -0.28 0.002
H -1.199088 -4.736997 -2.374213 -0.36 -0.16 0.82 0.004
H -3.304601 -6.344080 -2.791323 -0.11 -0.01 -0.05 -0.001
H -3.546091 -4.633903 -2.968261 0.23 0.09 0.13 0.000
H -5.306443 -5.133900 -1.588835 -0.07 0.14 0.02 0.000
H -4.543823 -6.486760 -0.863245 0.05 -0.11 0.13 0.000
H -4.734539 -3.717437 0.093184 0.54 -0.29 0.22 0.000
H -3.770232 -4.525727 2.151731 0.40 0.22 -0.74 0.000
H -3.708630 -7.101839 1.711922 0.00 0.14 0.07 0.000
H -2.232140 -6.358567 2.279019 -0.14 0.28 -0.06 0.000
H -1.436623 -7.646674 0.544698 -0.20 0.20 -0.18 0.000
H -2.877778 -7.480182 -0.444925 0.22 0.17 0.13 0.000
H 0.089763 0.432180 1.265790 -1.73 -0.03 0.04 0.001
H -1.293151 1.339855 2.038981 -0.03 -0.01 -0.48 0.000
H -1.068941 1.291043 0.242516 -0.13 -0.11 0.27 0.000
P -0.351050 -2.383868 -1.750771 -1.34 1.02 3.03 0.150
P -2.261338 -0.560573 1.185028 -0.65 -1.16 -1.65 0.085
C -2.120350 -2.344415 -1.280900 1.24 -0.67 -2.33 0.394
C -2.663737 -1.807333 -0.104559 0.55 1.23 1.36 0.224
C -0.198622 -1.777357 -3.410371 0.24 -0.72 -0.63 0.022
C -1.023783 -2.440079 -4.356411 0.63 0.83 -0.10 0.013
C -0.918788 -2.061828 -5.695472 0.26 0.07 0.12 0.001
C -0.003861 -1.052305 -6.054556 0.07 0.05 0.09 0.006
C 0.821893 -0.415401 -5.103523 -0.38 -0.19 -0.16 0.000
C 0.741598 -0.782097 -3.756776 -0.38 -0.64 -0.11 0.008
C 0.806105 -3.704706 -1.199960 0.13 -0.04 -1.29 0.027
C 1.034255 -3.973634 0.181035 0.03 0.04 -1.12 0.007
C 2.015149 -4.910420 0.516055 -0.03 0.25 -0.26 -0.002
C 2.788272 -5.506072 -0.502347 -0.45 0.09 0.00 0.008
C 2.585918 -5.192146 -1.858556 0.17 -0.02 0.40 0.000
C 1.599450 -4.274361 -2.218017 -0.02 -0.24 1.01 0.012
C -3.750836 0.469098 1.096564 -0.31 0.03 0.54 0.020
C -3.964315 1.170859 -0.102426 -0.23 0.42 0.28 0.005
C -4.981805 2.129136 -0.157796 -0.11 -0.18 0.50 0.001
C -5.791978 2.337153 0.976837 0.08 -0.24 0.25 0.003
C -5.604738 1.588728 2.154443 -0.04 0.03 -0.37 0.002
C -4.582764 0.633188 2.208183 0.05 0.53 -0.28 0.006
C -2.118204 -1.312827 2.849706 0.09 0.05 0.28 0.020
C -1.071629 -1.013522 3.760334 -0.51 -0.67 -0.17 0.010
C -0.952647 -1.779824 4.935261 -0.15 -0.01 -0.38 0.000
C -1.837048 -2.842443 5.176931 -0.30 0.21 -0.21 0.006
C -2.856370 -3.151987 4.254984 -0.12 0.48 0.10 0.001
C -3.029458 -2.341540 3.124016 0.21 -0.54 0.04 0.012
H -2.788296 -2.690134 -2.084039 -0.16 -0.02 0.76 0.019
H -3.712021 -2.084667 0.022738 0.28 0.28 0.44 0.008
H -1.719013 -3.227054 -4.025244 0.39 0.44 -0.26 0.001
H -1.514971 -2.587703 -6.451787 0.27 0.40 0.25 0.000
H 0.077466 -0.764253 -7.110497 -0.02 -0.12 0.49 0.000
H 1.526483 0.366717 -5.412008 -0.32 -0.40 0.05 0.000
H 1.399098 -0.378894 -2.963729 -0.48 -0.18 -0.58 0.001
H 0.417038 -3.456302 0.972496 0.65 -0.91 -0.39 0.000
H 2.185666 -5.160674 1.571236 0.00 0.09 -0.54 0.000
H 3.534029 -6.244453 -0.212706 -0.08 0.20 -0.15 0.001
H 3.200158 -5.658223 -2.637232 -0.19 0.14 0.40 0.000
H 1.434017 -3.990803 -3.263552 0.04 -0.20 0.43 0.001
H -3.307271 1.012548 -0.964542 -0.25 -0.04 0.33 0.001
H -5.144663 2.731122 -1.060887 0.10 -0.36 0.41 0.000
H -6.583285 3.092922 0.952190 0.31 -0.28 -0.04 0.000
H -6.236497 1.747360 3.040071 0.24 0.00 -0.56 0.000
H -4.384457 0.063636 3.120809 -0.14 0.25 -0.29 0.000
H -0.345072 -0.234312 3.527780 -0.21 -0.21 0.13 0.000
H -0.143149 -1.567157 5.643951 -0.42 -0.05 -0.31 0.000
H -1.776649 -3.403899 6.115449 0.15 0.11 -0.47 0.000
H -3.534753 -4.005013 4.427875 0.42 0.58 -0.01 0.000
H -3.817642 -2.560882 2.375271 0.59 0.16 0.69 0.002
Se 1.703540 -0.486053 -0.165192 1.13 -0.44 -0.18 0.033
C 2.140955 1.372937 -0.223562 0.58 1.26 0.18 0.012
C 3.039079 1.986668 0.694286 -0.73 0.15 -0.16 0.003
C 3.242520 3.379877 0.703293 -0.23 -0.02 -0.49 0.001
C 2.648126 4.212976 -0.266243 -0.36 -1.07 0.08 0.001
C 1.841106 3.588469 -1.241188 0.30 0.27 0.27 0.000
C 1.619445 2.207849 -1.240895 -0.07 -0.17 0.57 0.001
H 3.522212 1.353317 1.440204 -0.16 0.24 -0.13 0.000
H 3.848007 3.838244 1.485522 0.01 -0.22 -0.19 0.000
H 2.775635 5.301829 -0.241844 -0.03 -0.54 -0.04 0.000
H 1.345991 4.201141 -1.995372 0.19 -0.15 0.07 0.000
H 0.991638 1.744229 -2.006870 0.09 0.28 0.23 0.000